DFT (ωB97M-V with the def2-TZVPD basis set) results for a cluster of 2 separate species, C18H23BrF17O6PSi in total.

Each line ends with the Mulliken charge.
Atoms and positions in Å:
O 1.972 1.690 0.884  -0.473
C 2.060 2.866 0.610  0.425
O 2.509 3.780 1.502  -0.466
C 1.699 3.418 -0.744  -0.644
Si 0.419 2.309 -1.575  0.353
Br 1.424 0.799 -2.871  -0.327
C -0.746 3.291 -2.668  -0.423
C -1.800 3.996 -1.778  -1.402
C -3.198 4.094 -2.406  0.785
F -3.732 5.284 -2.054  -0.335
F -3.098 4.034 -3.749  -0.291
C -4.085 2.936 -1.874  0.568
F -4.290 3.174 -0.565  -0.319
F -3.396 1.795 -2.036  -0.282
C -5.489 2.818 -2.527  0.519
F -6.089 4.002 -2.299  -0.297
F -5.394 2.679 -3.855  -0.319
C -6.405 1.709 -1.887  0.717
F -5.718 0.905 -1.058  -0.284
F -7.346 2.312 -1.150  -0.309
C -7.163 0.810 -2.907  0.494
F -7.813 1.567 -3.795  -0.293
F -8.109 0.154 -2.204  -0.308
C -6.275 -0.252 -3.655  0.723
F -4.968 0.055 -3.535  -0.298
F -6.596 -0.202 -4.954  -0.312
C -6.458 -1.710 -3.166  0.580
F -6.338 -1.787 -1.830  -0.257
F -7.670 -2.168 -3.517  -0.297
C -5.403 -2.703 -3.757  0.633
F -5.845 -3.948 -3.554  -0.249
F -5.194 -2.498 -5.056  -0.239
F -4.238 -2.580 -3.110  -0.235
H 2.348 3.416 2.385  0.348
H 2.594 3.418 -1.375  0.363
H 1.348 4.451 -0.682  0.394
H -0.372 1.563 -0.583  -0.105
H -0.185 4.063 -3.200  0.441
H -1.183 2.570 -3.358  0.389
H -1.460 4.995 -1.504  0.558
H -1.883 3.442 -0.837  0.412
C 8.242 -2.308 3.053  -0.930
C 7.240 -1.170 3.108  -0.327
O 5.971 -1.519 2.545  -0.297
P 5.040 -2.570 3.300  0.903
O 4.695 -2.139 4.657  -0.728
O 3.738 -2.452 2.378  -0.323
C 2.495 -1.976 2.903  -0.361
C 2.383 -0.467 2.808  -0.924
O 5.545 -3.951 2.699  -0.301
C 5.687 -5.115 3.542  -0.178
C 4.420 -5.445 4.305  -1.149
H 7.989 -3.090 3.772  0.178
H 9.242 -1.947 3.298  0.409
H 8.258 -2.760 2.061  0.264
H 7.102 -0.827 4.137  0.299
H 7.603 -0.326 2.524  0.310
H 2.364 -2.320 3.930  0.299
H 1.712 -2.446 2.308  0.348
H 3.302 0.022 3.135  0.244
H 1.558 -0.108 3.427  0.393
H 2.204 -0.149 1.786  0.326
H 6.520 -4.962 4.233  0.263
H 5.959 -5.935 2.881  0.328
H 4.153 -4.646 4.999  0.336
H 4.559 -6.358 4.886  0.402
H 3.584 -5.586 3.620  0.277

Results
**SMILES**: O=C(O)C[Si@H](Br)CCC(F)(F)C(F)(F)C(F)(F)C(F)(F)C(F)(F)C(F)(F)C(F)(F)C(F)(F)F.CCOP(=O)(OCC)OCC
**E_HOMO**: -0.37681 Ha